ORCA calculation (ωB97M-V/def2-TZVPD) on C19H21N3O4 in the gas phase at a distorted geometry.

Cartesian coordinates (Å):
1 C -7.49 -2.77 -0.21
2 C -6.89 -1.41 0.10
3 O -7.60 -0.46 0.55
4 N -5.65 -1.28 -0.18
5 C -4.87 -0.31 -0.08
6 C -5.33 1.02 0.60
7 C -4.54 2.14 0.70
8 C -3.17 2.04 0.34
9 C -2.76 0.70 0.09
10 N -1.31 0.72 -0.41
11 C -0.30 1.49 -0.48
12 O -0.44 2.61 0.18
13 C 1.07 0.71 -0.76
14 C 1.48 -0.13 0.38
15 C 2.95 -0.39 0.22
16 N 3.76 0.74 0.07
17 C 5.04 0.84 0.38
18 O 5.80 1.90 0.34
19 C 5.83 -0.48 0.42
20 C 7.24 -0.50 0.22
21 C 7.61 -2.03 0.35
22 C 6.35 -2.84 0.07
23 O 5.38 -1.59 -0.02
24 C 3.09 1.99 -0.10
25 C 2.12 1.99 -1.07
26 C -3.60 -0.33 -0.22
27 H -8.71 -2.78 -0.15
28 H -6.85 -3.61 0.26
29 H -7.30 -3.05 -1.31
30 H -5.28 -2.18 -0.52
31 H -6.46 1.35 0.89
32 H -4.96 3.14 1.11
33 H -2.46 2.66 0.50
34 H -1.27 -0.21 -0.58
35 H 0.93 0.21 -1.56
36 H 1.49 0.51 1.21
37 H 0.81 -0.87 0.40
38 H 3.10 -0.93 -0.59
39 H 3.27 -1.09 0.91
40 H 7.94 0.24 0.62
41 H 8.51 -2.56 0.54
42 H 5.99 -3.71 0.02
43 H 3.93 2.97 -0.16
44 H 2.67 2.30 0.80
45 H 1.58 2.79 -1.19
46 H 2.57 1.67 -2.03
47 H -3.27 -1.21 -0.66

## Properties
Net charge: 0
Relative energy (zero: lowest compared OMol25 entry of this formula, charge and spin) in kJ/mol: 1358.21
LUMO energy in Eh: 0.00195
Multiplicity: 1
E_HOMO in eV: -8.4
HOMO-LUMO gap in eV: 8.47

ORCA calculation (ωB97M-V/def2-TZVPD) on C7H16N2P2 in the gas phase at a distorted geometry.

Cartesian coordinates (Å):
1 C -0.02 -0.86 2.23
2 C -1.12 -1.85 1.71
3 C -2.42 -1.03 1.52
4 N -0.61 -2.40 0.48
5 C -0.50 -2.20 -0.70
6 P -1.41 -1.37 -2.10
7 P -1.31 0.46 -1.27
8 N 0.29 0.89 -1.70
9 C 0.86 2.21 -1.35
10 C 1.59 1.90 0.00
11 C -0.15 3.36 -1.10
12 H 0.90 -1.33 2.24
13 H 0.08 0.01 1.54
14 H -0.32 -0.65 3.18
15 H -1.22 -2.67 2.40
16 H -2.42 -0.61 0.53
17 H -2.23 -0.11 2.19
18 H -3.34 -1.73 1.65
19 H -0.21 -1.25 -2.81
20 H 0.72 0.40 -2.47
21 H 1.57 2.56 -2.24
22 H 2.25 1.03 -0.21
23 H 2.02 2.91 0.52
24 H 0.79 1.55 0.68
25 H -0.36 3.65 -2.12
26 H 0.37 4.25 -0.67
27 H -0.94 2.96 -0.43

## Properties
Net charge: 0
Relative energy (zero: lowest compared OMol25 entry of this formula, charge and spin) in kJ/mol: 107.68
LUMO energy (spin up / spin down) in Eh: 0.00148 / 0.00779
Multiplicity: 1
E_HOMO (spin up / spin down) in eV: -6.5 / -6.6
HOMO-LUMO gap (spin up / spin down) in eV: 6.51 / 6.77

ORCA calculation (ωB97M-V/def2-TZVPD) on a molecular structure, C9H21BClF4O2P2V at a distorted geometry.

Cartesian coordinates (Å):
1 C -0.25 -3.36 -3.28
2 C -0.65 -2.83 -1.93
3 H -0.67 -4.36 -3.46
4 H 0.84 -3.41 -3.36
5 H -0.59 -2.66 -4.06
6 O -1.40 -3.41 -1.14
7 Cl 1.52 0.59 -2.30
8 V 0.17 -0.93 -1.37
9 P 1.81 -1.30 0.40
10 C 1.47 -1.58 2.16
11 C 2.54 -2.89 -0.11
12 H 3.18 -3.24 0.71
13 H 4.08 -0.66 0.96
14 H 3.13 -2.74 -1.03
15 H 3.47 0.20 -0.50
16 H 0.56 -2.18 2.29
17 H 1.74 -3.62 -0.30
18 C 3.22 -0.16 0.50
19 H 2.33 -2.09 2.61
20 H 2.89 0.69 1.11
21 H 1.31 -0.60 2.63
22 P -1.62 0.74 -1.35
23 C -2.89 0.96 -0.08
24 C -1.16 2.47 -1.67
25 H -1.94 0.30 -3.70
26 H -3.43 0.92 -2.91
27 H -2.93 -0.79 -2.69
28 C -2.57 0.24 -2.81
29 H -0.40 2.51 -2.46
30 H -2.05 3.04 -1.95
31 H -3.71 1.57 -0.50
32 H -2.43 1.48 0.77
33 H -0.73 2.86 -0.74
34 H -3.28 -0.01 0.26
35 C -0.90 -1.33 0.20
36 O -1.58 -1.76 1.06
37 F 0.92 1.92 0.57
38 B 0.36 2.03 1.89
39 F 1.41 1.95 2.83
40 F -0.38 3.22 1.99
41 F -0.51 0.90 2.05

## Properties
Net charge: +3
LUMO energy (spin up / spin down) in Eh: -0.59131 / -0.58946
Multiplicity: 2
E_HOMO (spin up / spin down) in eV: -19.9 / -19.9
HOMO-LUMO gap (spin up / spin down) in eV: 3.84 / 3.89

ORCA calculation (ωB97M-V/def2-TZVPD) on 2 unconnected molecules or ions with the total composition C2H3NO2S at a distorted geometry.

Cartesian coordinates (Å):
1 C 0.79 1.33 -0.02
2 C 3.23 -0.08 -0.07
3 N -0.94 -0.16 1.41
4 O 2.64 -0.80 -0.74
5 O 3.66 0.70 0.62
6 S -0.74 0.68 -0.01
7 H 0.66 1.90 -0.95
8 H -0.33 0.06 2.16
9 H -1.26 -1.20 1.24

## Properties
Net charge: 0
Relative energy (zero: lowest compared OMol25 entry of this formula, charge and spin) in kJ/mol: 282.86
LUMO energy in Eh: 0.00444
Multiplicity: 1
E_HOMO in eV: -9.3
HOMO-LUMO gap in eV: 9.42

ORCA calculation (ωB97M-V/def2-TZVPD) on a molecular structure, C14H18N2O5S2Sn at a distorted geometry.

Cartesian coordinates (Å):
1 Sn 0.42 -0.32 0.32
2 C 2.49 1.07 4.40
3 C 1.56 0.64 3.29
4 S 2.11 -0.57 2.24
5 C 0.34 1.32 3.19
6 C -0.11 2.30 4.25
7 S -0.88 0.93 2.04
8 H 3.32 0.36 4.47
9 H 1.91 1.06 5.37
10 H 2.88 2.09 4.29
11 H -0.42 1.78 5.16
12 H -0.95 2.90 3.88
13 H 0.74 2.98 4.48
14 C -0.41 -4.98 1.05
15 C -0.96 -3.54 0.90
16 C -2.38 -3.57 1.47
17 O -0.14 -2.62 1.66
18 C -0.95 -2.96 -0.51
19 O -0.97 -3.69 -1.45
20 O -0.85 -1.60 -0.58
21 H -0.81 -5.36 2.02
22 H 0.66 -5.04 1.21
23 H -0.71 -5.63 0.23
24 H -2.34 -3.88 2.52
25 H -3.01 -4.28 0.90
26 H -2.79 -2.55 1.37
27 H 0.23 -2.94 2.50
28 O 1.76 -0.23 -1.55
29 N 1.67 0.55 -2.55
30 N 0.49 1.25 -2.47
31 O -0.33 1.09 -1.48
32 C 0.22 2.11 -3.56
33 C -1.08 2.71 -3.63
34 C -1.40 3.50 -4.71
35 C -0.40 3.73 -5.67
36 C 0.87 3.15 -5.59
37 C 1.20 2.26 -4.55
38 H -1.74 2.53 -2.76
39 H -2.40 3.98 -4.81
40 H -0.66 4.38 -6.52
41 H 1.68 3.39 -6.29
42 H 2.14 1.73 -4.52

## Properties
Net charge: 0
Relative energy (zero: lowest compared OMol25 entry of this formula, charge and spin) in kJ/mol: 0.00
LUMO energy (spin up / spin down) in Eh: -0.05082 / -0.05083
Multiplicity: 1
E_HOMO (spin up / spin down) in eV: -7.6 / -7.6
HOMO-LUMO gap (spin up / spin down) in eV: 6.23 / 6.23

ORCA calculation (ωB97M-V/def2-TZVPD) on C3H5NO3 in the gas phase at a distorted geometry.

Cartesian coordinates (Å):
1 C -1.28 -0.99 -0.01
2 C -0.77 0.41 -0.06
3 O -1.46 1.44 0.03
4 N 0.62 0.61 -0.08
5 O 1.05 1.90 -0.06
6 C 1.65 -0.34 -0.04
7 O 2.82 -0.02 0.06
8 H -2.37 -1.04 0.00
9 H -0.94 -1.39 0.97
10 H -0.87 -1.59 -0.82
11 H 0.24 2.39 0.15
12 H 1.30 -1.38 -0.15

## Properties
Net charge: 0
Relative energy (zero: lowest compared OMol25 entry of this formula, charge and spin) in kJ/mol: 240.99
LUMO energy in Eh: 0.01665
Multiplicity: 1
E_HOMO in eV: -9.9
HOMO-LUMO gap in eV: 10.37

ORCA calculation (ωB97M-V/def2-TZVPD) on 2 unconnected molecules or ions with the total composition C4H13NPS at a distorted geometry.

Cartesian coordinates (Å):
1 C -0.50 0.74 0.85
2 C 2.36 0.93 -0.75
3 C 2.34 -1.43 -0.16
4 C -1.85 0.27 0.91
5 N 1.62 -0.32 -0.77
6 P -4.57 -0.71 0.20
7 S -3.06 0.80 -0.13
8 H 0.19 0.12 0.13
9 H 0.00 0.62 1.81
10 H -0.42 1.75 0.47
11 H 1.77 1.71 -1.23
12 H 2.54 1.22 0.29
13 H 3.32 0.86 -1.26
14 H 3.29 -1.63 -0.67
15 H 2.56 -1.17 0.87
16 H 1.73 -2.32 -0.19
17 H -2.10 -0.56 1.56
18 H 1.34 -0.56 -1.72
19 H -5.45 0.15 0.85
20 H -5.14 -0.47 -1.05

## Properties
Net charge: +1
Relative energy (zero: lowest compared OMol25 entry of this formula, charge and spin) in kJ/mol: 161.05
LUMO energy in Eh: -0.19364
Multiplicity: 1
E_HOMO in eV: -12.7
HOMO-LUMO gap in eV: 7.40

Number 1: electronic energy -32692.4725 eV. Number 2: electronic energy -29071.9193 eV. Number 3: electronic energy -82070.9674 eV. Number 4: electronic energy -18540.5210 eV. Number 5: electronic energy -55526.4037 eV. Number 6: electronic energy -10823.1901 eV. Number 7: electronic energy -25964.6633 eV.